Model i:
C3H11N3 as an isolated structure. Source: the OMol25 dataset; level of theory: the ωB97M-V functional and the def2-TZVPD basis.

Summary:
Charge: 0
Gap between HOMO and LUMO, eV: 9.65
HOMO, hartree: -0.32741

Each line ends with the natural charge from an NBO analysis.
Geometry (Å):
C (-0.145, 1.438, 0.467)  -0.238
N (-0.504, 0.229, 1.262)  -0.622
C (0.408, -0.948, 1.293)  -0.056
N (-0.422, -2.083, 0.833)  -0.855
C (0.059, 1.311, -1.066)  -0.368
N (-0.206, -0.390, -1.845)  -0.841
H (0.803, 1.780, 0.875)  0.203
H (-0.943, 2.132, 0.664)  0.205
H (-1.317, -0.226, 0.787)  0.368
H (0.663, -1.234, 2.343)  0.177
H (1.334, -0.846, 0.613)  0.150
H (0.130, -2.935, 0.887)  0.351
H (-0.421, -1.917, -0.196)  0.381
H (-0.400, 2.124, -1.669)  0.224
H (1.096, 1.230, -1.260)  0.235
H (0.635, -0.219, -2.406)  0.335
H (-0.771, 0.553, -1.580)  0.352



Model ii:
One molecule with the formula C3H11N3. Source: the OMol25 dataset; level of theory: the ωB97M-V functional and the def2-TZVPD basis.

Summary:
Charge: 0
Gap between HOMO and LUMO, eV: 9.71
SMILES string: NCCNCN
HOMO, hartree: -0.31363

Each line ends with the natural charge from an NBO analysis.
Geometry (Å):
N (1.660, 2.100, -0.199)  -0.829
C (0.240, 1.891, -0.285)  -0.234
C (-0.168, 0.681, 0.585)  -0.226
N (-0.853, -0.291, -0.283)  -0.644
C (-0.963, -1.622, 0.416)  -0.051
N (-0.107, -2.601, -0.170)  -0.883
H (1.816, 2.834, -0.886)  0.363
H (2.137, 1.224, -0.307)  0.361
H (-0.333, 1.743, -1.202)  0.171
H (-0.299, 2.843, 0.019)  0.176
H (0.718, 0.218, 1.129)  0.157
H (-0.848, 1.017, 1.373)  0.192
H (-0.342, -0.407, -1.147)  0.356
H (-2.055, -1.919, 0.515)  0.164
H (-0.618, -1.443, 1.439)  0.174
H (0.497, -3.199, 0.361)  0.385
H (-0.566, -3.053, -0.974)  0.367



Relative energies in eV: model i 3.595; model ii 0.000



Model i:
C3HINS as an isolated structure. Source: the OMol25 dataset; level of theory: the ωB97M-V functional and the def2-TZVPD basis.

Summary:
Charge: +1
Gap between HOMO and LUMO, eV: 6.78
HOMO, hartree: -0.52560

Each line ends with the natural charge from an NBO analysis.
Geometry (Å):
C (-0.216, 2.521, 0.064)  0.337
C (-0.245, 0.450, -0.063)  -0.135
C (-1.576, 0.661, 0.035)  -0.174
N (0.573, 1.567, 0.004)  -0.390
S (-1.718, 3.025, -0.030)  0.433
I (-3.296, -0.399, 0.013)  0.604
H (0.309, -0.592, -0.274)  0.326



Model ii:
C3HINS as an isolated structure. Source: the OMol25 dataset; level of theory: the ωB97M-V functional and the def2-TZVPD basis.

Summary:
Charge: +1
Gap between HOMO and LUMO (alpha / beta), eV: 7.07 / 7.09
HOMO (alpha / beta), hartree: -0.54330 / -0.54415

Each line ends with the natural charge from an NBO analysis.
Geometry (Å):
C (-0.259, -1.678, -0.702)  0.021
C (-0.788, 0.539, 0.128)  -0.048
C (0.579, 0.089, 0.405)  -0.316
N (-1.422, -0.302, -0.548)  -0.179
S (0.900, -1.616, 0.342)  0.685
I (2.076, 1.394, 0.014)  0.563
H (-1.086, 1.574, 0.360)  0.275



Relative energies in eV: model i 0.000; model ii 1.610



Model i:
A 2-piece molecular cluster, C4H15N2O overall. Source: the OMol25 dataset; level of theory: the ωB97M-V functional and the def2-TZVPD basis.

Summary:
Charge: +1
Gap between HOMO and LUMO, eV: 11.07
HOMO, hartree: -0.51375

Each line ends with the natural charge from an NBO analysis.
Geometry (Å):
C (-0.103, 1.599, 1.256)  -0.239
N (-1.333, 2.323, 1.009)  -0.871
C (-0.154, 0.129, 0.744)  -0.035
N (-1.150, 0.109, -0.414)  -0.685
C (1.243, -1.943, 0.085)  -0.607
C (1.192, -0.433, 0.392)  -0.434
H (0.726, 2.057, 0.709)  0.203
H (0.211, 1.563, 2.299)  0.214
H (-1.105, 3.270, 0.734)  0.388
H (-1.893, 2.418, 1.846)  0.383
H (-0.670, -0.448, 1.513)  0.206
H (-1.075, -0.752, -0.967)  0.458
H (-1.116, 0.936, -1.009)  0.449
H (-2.074, 0.051, 0.013)  0.439
H (0.465, -2.175, -0.624)  0.185
H (2.192, -2.164, -0.388)  0.237
H (1.127, -2.498, 1.011)  0.230
H (1.687, 0.225, -0.320)  0.224
H (1.785, -0.271, 1.293)  0.239
H (0.607, -1.785, -2.792)  0.493
H (-0.530, -1.164, -3.604)  0.496
O (-0.032, -1.047, -2.786)  -0.976



Model ii:
A 2-piece molecular cluster, C4H15N2O overall. Source: the OMol25 dataset; level of theory: the ωB97M-V functional and the def2-TZVPD basis.

Summary:
Charge: +1
Gap between HOMO and LUMO, eV: 10.32
HOMO, hartree: -0.49879

Each line ends with the natural charge from an NBO analysis.
Geometry (Å):
C (-1.126, 0.339, -1.701)  -0.262
N (-0.472, -1.010, -1.732)  -0.678
C (1.041, -0.881, -2.136)  -0.405
C (-0.268, 1.203, -0.826)  -0.218
N (-0.227, 0.530, 0.623)  -0.570
C (-1.065, 1.131, 1.652)  -0.452
H (-2.072, 0.313, -1.254)  0.209
H (-1.260, 0.787, -2.665)  0.223
H (-1.051, -1.717, -2.213)  0.401
H (1.385, -0.200, -1.386)  0.164
H (1.258, -0.554, -3.139)  0.212
H (1.363, -1.927, -1.961)  0.231
H (-0.953, 2.094, -0.613)  0.233
H (0.728, 1.614, -1.052)  0.245
H (-0.528, -0.482, 0.347)  0.472
H (0.802, 0.388, 0.764)  0.447
H (-1.739, 1.955, 1.351)  0.249
H (-0.438, 1.708, 2.402)  0.256
H (-1.637, 0.273, 2.085)  0.243
H (1.577, -1.598, 3.272)  0.452
H (2.381, -2.418, 4.296)  0.484
O (2.300, -1.546, 3.883)  -0.935



Relative energies in eV: model i 0.000; model ii 2.345



Model i:
A 2-piece molecular cluster, C4H15N2O overall. Source: the OMol25 dataset; level of theory: the ωB97M-V functional and the def2-TZVPD basis.

Summary:
Charge: +1
Gap between HOMO and LUMO, eV: 11.04
HOMO, hartree: -0.50556

Each line ends with the natural charge from an NBO analysis.
Geometry (Å):
C (-2.245, 0.493, 0.040)  -0.222
C (-1.433, -0.759, 0.435)  -0.431
C (-0.056, -0.397, 0.984)  -0.216
C (1.628, 1.356, 0.217)  -0.415
N (0.777, 0.164, -0.129)  -0.550
N (-1.691, 0.978, -1.255)  -0.870
H (-2.167, 1.262, 0.805)  0.199
H (-3.279, 0.191, -0.128)  0.203
H (-1.922, -1.366, 1.193)  0.249
H (-1.448, -1.321, -0.501)  0.210
H (0.472, -1.244, 1.411)  0.242
H (-0.132, 0.417, 1.702)  0.219
H (0.942, 2.186, 0.379)  0.227
H (2.237, 1.640, -0.637)  0.234
H (2.226, 1.093, 1.083)  0.228
H (1.443, -0.454, -0.616)  0.461
H (0.161, 0.507, -0.888)  0.462
H (-1.737, 0.202, -1.899)  0.360
H (-2.305, 1.703, -1.615)  0.393
H (3.248, -2.206, 0.491)  0.503
H (2.716, -2.500, -0.921)  0.496
O (2.566, -1.946, -0.149)  -0.982



Model ii:
A 2-piece molecular cluster, C4H15N2O overall. Source: the OMol25 dataset; level of theory: the ωB97M-V functional and the def2-TZVPD basis.

Summary:
Charge: +1
Gap between HOMO and LUMO, eV: 9.18
HOMO, hartree: -0.45547

Each line ends with the natural charge from an NBO analysis.
Geometry (Å):
N (0.017, 1.583, 1.240)  -0.737
C (0.378, 0.252, 0.400)  0.000
C (1.681, -0.435, 0.944)  -0.640
C (-0.816, -0.758, 0.550)  -0.246
N (-0.636, -1.918, -0.305)  -0.637
C (0.203, -1.813, -1.532)  -0.448
H (-0.683, 2.065, 0.634)  0.469
H (0.804, 2.221, 1.165)  0.429
H (-0.389, 1.645, 2.177)  0.441
H (0.317, 0.666, -0.599)  0.225
H (1.728, -0.113, 1.981)  0.227
H (1.566, -1.484, 0.656)  0.257
H (2.497, 0.030, 0.367)  0.234
H (-1.815, -0.367, 0.353)  0.198
H (-0.749, -1.048, 1.602)  0.204
H (-0.488, -2.788, 0.186)  0.382
H (0.088, -2.775, -2.060)  0.234
H (1.303, -1.769, -1.430)  0.182
H (-0.301, -1.051, -2.138)  0.201
H (-2.176, 2.096, -1.385)  0.499
H (-1.055, 3.109, -1.774)  0.504
O (-1.475, 2.651, -1.034)  -0.979



Relative energies in eV: model i 0.000; model ii 1.264



Model i:
A 2-piece molecular cluster, C4H15N2O overall. Source: the OMol25 dataset; level of theory: the ωB97M-V functional and the def2-TZVPD basis.

Summary:
Charge: +1
Gap between HOMO and LUMO, eV: 10.64
HOMO, hartree: -0.49682

Each line ends with the natural charge from an NBO analysis.
Geometry (Å):
C (-2.442, -0.877, 1.053)  -0.603
C (-1.042, -0.728, 0.333)  -0.052
C (-1.208, -0.336, -1.102)  -0.417
C (0.236, -0.170, -1.736)  -0.226
N (0.814, 1.111, -1.272)  -0.718
N (-0.430, 0.408, 1.085)  -0.894
H (-3.181, -1.526, 0.599)  0.224
H (-2.191, -1.223, 2.039)  0.221
H (-2.812, 0.153, 1.012)  0.194
H (-0.425, -1.627, 0.493)  0.217
H (-1.636, -1.086, -1.743)  0.251
H (-1.735, 0.635, -1.137)  0.210
H (-0.021, -0.132, -2.778)  0.232
H (0.955, -0.865, -1.314)  0.229
H (0.347, 1.865, -1.762)  0.428
H (0.563, 1.090, -0.253)  0.475
H (1.836, 1.138, -1.267)  0.448
H (-1.041, 1.250, 1.122)  0.365
H (-0.260, 0.427, 2.093)  0.412
H (3.723, -0.666, 1.367)  0.492
H (3.715, 0.884, 1.758)  0.489
O (3.288, 0.207, 1.226)  -0.979



Model ii:
A 3-piece molecular cluster, C4H15N2O overall. Source: the OMol25 dataset; level of theory: the ωB97M-V functional and the def2-TZVPD basis.

Summary:
Charge: +1
Gap between HOMO and LUMO, eV: 5.61
HOMO, hartree: -0.51294

Each line ends with the natural charge from an NBO analysis.
Geometry (Å):
C (-1.328, -1.513, -1.395)  -0.614
C (-1.108, 0.039, -1.667)  -0.038
C (0.164, 0.363, -1.102)  -0.582
C (0.145, 0.433, 0.437)  0.232
N (1.800, 1.422, 2.887)  -1.110
N (-1.092, 0.511, -3.023)  -0.808
H (-0.215, -1.875, -0.984)  0.168
H (-1.947, -1.714, -0.573)  0.228
H (-1.387, -2.195, -2.219)  0.259
H (-1.945, 0.595, -1.026)  0.215
H (0.887, -0.323, -1.586)  0.309
H (0.338, 1.334, -1.538)  0.267
H (0.332, 1.463, 0.819)  0.265
H (-0.194, -0.604, 0.808)  0.251
H (1.404, 1.086, 2.012)  0.332
H (2.705, 1.832, 2.732)  0.385
H (1.459, 2.039, 3.625)  0.416
H (-0.625, -0.013, -3.805)  0.410
H (-2.156, 0.587, -3.210)  0.402
H (1.397, -0.783, 3.438)  0.497
H (0.460, -1.163, 2.315)  0.417
O (0.905, -1.520, 3.054)  -0.904



Relative energies in eV: model i 0.000; model ii 6.274